This record from the Open Molecules 2025 dataset describes a cluster of 11 separate species, C38H106N8O11 in total at a distorted geometry. The level of theory is ωB97M-V/def2-TZVPD.

Output
Energy relative to the best compared isomer or geometry (same formula, charge and spin) in eV: 5.991
LUMO level in eV: 0.21
Largest force on an atom in Eh/bohr: 0.0464
Energy in eV: -75558.83433
SMILES: COC[C@H](C)N.COC[C@H](C)N.COC[C@H](C)N.COC[C@H](C)N.COC[C@H](C)N.COC[C@H](C)N.COC[C@H](C)N.COC[C@H](C)N.CCO.CCO.CCO

CARTESIAN COORDINATES (ANGSTROEM)
C: 1.0153 5.9640 2.9362
C: 1.1257 7.4852 3.3320
C: 2.5975 7.9639 3.4602
O: 3.3015 7.4655 4.5990
C: 4.6449 7.8983 4.7291
N: 0.4019 8.1726 2.2745
H: 1.4535 5.3364 3.7122
H: 1.5654 5.9074 1.9969
H: 0.0050 5.6043 2.7414
H: 0.6565 7.7949 4.2659
H: 2.6637 9.0434 3.3248
H: 3.0537 7.6102 2.5357
H: 4.6431 8.9777 4.8810
H: 5.2176 7.8337 3.8040
H: 5.2248 7.3951 5.5028
H: -0.4771 7.7345 2.0388
H: 0.9993 8.1675 1.4602
C: 1.2774 -10.7200 -6.7332
C: 1.9835 -10.2854 -5.4328
C: 1.0509 -9.8253 -4.2759
O: 0.5243 -8.4525 -4.3685
C: -0.2702 -8.1412 -3.1911
N: 2.7442 -11.4174 -4.9964
H: 0.5128 -9.9561 -6.8742
H: 0.7813 -11.6805 -6.5936
H: 1.9205 -10.7405 -7.6131
H: 2.5603 -9.3865 -5.6504
H: 1.5460 -9.8311 -3.3049
H: 0.1507 -10.4389 -4.2405
H: -1.0703 -7.4273 -3.3867
H: 0.3598 -7.7446 -2.3949
H: -0.8294 -8.9773 -2.7711
H: 3.3900 -11.1256 -4.2766
H: 3.3504 -11.7588 -5.7286
C: 9.9140 5.5117 -3.1806
C: 8.7471 6.4093 -2.6900
C: 8.0367 5.8851 -1.3949
O: 7.5012 4.5588 -1.5890
C: 6.5803 4.1527 -0.5595
N: 9.1628 7.7742 -2.6184
H: 10.7496 5.5272 -2.4808
H: 10.2680 5.7949 -4.1719
H: 9.5310 4.5061 -3.3547
H: 8.0087 6.4662 -3.4898
H: 7.2909 6.6053 -1.0586
H: 8.8470 5.9076 -0.6662
H: 6.7343 3.0902 -0.3714
H: 5.5497 4.2195 -0.9084
H: 6.6518 4.7052 0.3773
H: 9.4145 8.1014 -3.5401
H: 8.3080 8.2711 -2.4119
C: -10.2083 0.9562 2.1875
C: -10.6099 -0.3207 1.4577
C: -10.9565 -0.1232 -0.0213
O: -11.9533 0.8797 -0.2680
C: -13.2062 0.7087 0.4683
N: -9.6655 -1.3445 1.6807
H: -9.3429 1.4758 1.7762
H: -9.8697 0.6815 3.1865
H: -11.0038 1.6981 2.2580
H: -11.5151 -0.7127 1.9215
H: -11.2133 -1.0936 -0.4460
H: -10.0510 0.2328 -0.5127
H: -13.0011 0.9347 1.5147
H: -13.5972 -0.2835 0.2430
H: -13.8831 1.4618 0.0649
H: -9.4322 -1.4644 2.6561
H: -10.1600 -2.1848 1.4172
C: 6.3056 0.7229 -8.0339
C: 4.9694 0.9927 -7.3921
C: 4.6644 0.0398 -6.2282
O: 4.6198 -1.2740 -6.6955
C: 4.2957 -2.2851 -5.7487
N: 5.0324 2.3894 -6.9113
H: 7.0687 0.9533 -7.2904
H: 6.4355 1.3685 -8.9025
H: 6.5092 -0.2879 -8.3872
H: 4.1789 1.0278 -8.1418
H: 3.7470 0.3661 -5.7384
H: 5.4409 0.1273 -5.4682
H: 4.0363 -3.2294 -6.2272
H: 3.5539 -1.9422 -5.0274
H: 5.2294 -2.3954 -5.1972
H: 5.5988 2.3240 -6.0776
H: 4.0974 2.4982 -6.5452
C: -4.7779 7.6246 -2.1391
C: -4.6092 6.2663 -1.4276
C: -5.6289 6.0083 -0.2812
O: -5.3293 6.9806 0.7244
C: -6.2302 6.8273 1.8562
N: -4.6016 5.2014 -2.4309
H: -4.6361 8.4215 -1.4091
H: -5.7319 7.6706 -2.6643
H: -4.0546 7.8029 -2.9349
H: -3.6466 6.2554 -0.9164
H: -5.4827 5.0207 0.1561
H: -6.6322 6.2074 -0.6578
H: -6.2148 7.6910 2.5210
H: -5.7672 6.0524 2.4672
H: -7.2697 6.6415 1.5859
H: -5.5413 5.2159 -2.8009
H: -4.7816 4.3445 -1.9273
C: 6.5812 -4.7062 1.0883
C: 5.6506 -5.3392 2.1158
C: 4.1901 -5.3795 1.6308
O: 3.5681 -4.1332 1.5852
C: 3.6910 -3.2610 2.7086
N: 6.0561 -6.7270 2.2577
H: 6.5880 -5.2900 0.1679
H: 7.6009 -4.5298 1.4304
H: 6.1714 -3.7385 0.7989
H: 5.6362 -4.7512 3.0335
H: 3.5773 -6.0238 2.2613
H: 4.1327 -5.8326 0.6411
H: 3.7550 -3.7706 3.6700
H: 2.8246 -2.6055 2.7972
H: 4.5737 -2.6242 2.6506
H: 5.4084 -7.2230 2.8532
H: 6.8637 -6.8994 2.8392
C: 0.3665 -7.2132 9.3672
C: 0.5368 -6.0409 8.3817
C: -0.5991 -5.8692 7.4380
O: -0.6681 -6.8978 6.4738
C: -1.3719 -6.5421 5.2662
N: 0.6593 -4.8149 9.1998
H: -0.3957 -7.0146 10.1207
H: 1.2165 -7.2604 10.0479
H: 0.0957 -8.1540 8.8880
H: 1.4293 -6.2733 7.8008
H: -0.5522 -4.9108 6.9210
H: -1.4993 -5.7812 8.0462
H: -1.2680 -7.3193 4.5090
H: -1.0330 -5.6167 4.8004
H: -2.4324 -6.4001 5.4737
H: 0.9267 -4.0718 8.5701
H: 1.4871 -5.0243 9.7391
C: -6.0261 -1.9440 7.2741
C: -7.1208 -2.8949 7.6143
O: -8.2697 -2.6095 6.8823
H: -6.1648 -0.9322 7.6549
H: -5.8707 -1.8323 6.2010
H: -5.0828 -2.2202 7.7453
H: -7.3718 -2.7241 8.6611
H: -6.8441 -3.9492 7.6233
H: -8.7563 -1.8237 7.1419
C: -0.8395 3.9824 -8.2855
C: -0.3956 5.2120 -7.4419
O: -0.2330 4.9233 -6.0717
H: -0.1526 3.6913 -9.0801
H: -1.7849 4.1322 -8.8069
H: -0.9450 3.0955 -7.6608
H: -1.1540 5.9846 -7.5678
H: 0.4935 5.6549 -7.8909
H: -1.1378 4.7218 -5.8220
C: -1.4338 0.0882 -0.5721
C: -2.5151 -0.3867 0.4110
O: -3.7591 -0.0772 -0.2249
H: -0.5112 -0.2445 -0.0965
H: -1.3921 1.1548 -0.7930
H: -1.5932 -0.4067 -1.5301
H: -2.5303 0.2584 1.2895
H: -2.4276 -1.4661 0.5350
H: -4.4972 -0.4107 0.2904

Atom charges from the Mulliken analysis, given in e for atoms 1 to 4:
1. C -1.1989
2. C 0.2814
3. C -0.6757
4. O -0.2989